# 1
Formula: C3H19N2O4
Source: the OMol25 dataset
Level of theory: ωB97M-V/def2-TZVPD

- maximum force (eV Å⁻¹) = 2.00
- E_LUMO (eV) = -2.88
- DFT total energy (Eh) = -535.91309
- charge = +1
- Kohn-Sham gap (Eh) = 0.363
- relative energy (zero: lowest compared OMol25 entry of this formula, charge and spin) (kcal per mole) = 23.8

Element x y z (Å)
C  -0.3648  -2.3357  -1.6397
C  0.8876  -1.5274  -1.1873
C  1.1149  -1.2095  0.3004
N  0.1229  -0.1010  0.6455
N  -1.5976  -1.5288  -1.7478
H  -0.7334  -3.1170  -0.9672
H  -0.1521  -2.7675  -2.6510
H  1.6820  -2.1807  -1.5628
H  0.8080  -0.6654  -1.8435
H  1.0988  -2.1117  0.8900
H  2.0679  -0.6865  0.5261
H  -0.3926  -0.1909  1.5385
H  -0.5952  -0.0103  -0.0783
H  0.6430  0.7658  0.7653
H  -2.4049  -1.9582  -1.2552
H  -1.9131  -1.4260  -2.7070
H  -2.6412  1.1333  -1.2454
H  -1.3290  1.9383  -0.6286
O  -1.9206  1.7522  -1.3565
H  1.4938  0.6770  3.2082
H  2.2841  -0.7886  2.9672
O  1.5156  -0.2253  2.9026
H  -0.1747  3.7019  -0.3492
H  0.5288  3.0079  -1.4355
O  0.2620  2.8534  -0.5170
H  -0.0649  2.0423  3.2281
H  -0.2549  2.9082  1.9309
O  0.0297  2.0502  2.2691

---

# 2
Formula: C4H8NO3
Source: the OMol25 dataset
Level of theory: ωB97M-V/def2-TZVPD

- maximum force (eV Å⁻¹) = 4.15
- E_LUMO (eV) = 3.64
- DFT total energy (Eh) = -437.77082
- charge = -1
- Kohn-Sham gap (Eh) = 0.290
- relative energy (zero: lowest compared OMol25 entry of this formula, charge and spin) (kcal per mole) = 21.8

Element x y z (Å)
C  2.0722  1.4052  -0.7476
C  0.6605  1.7018  -0.0642
O  0.1697  2.7621  -0.4422
N  0.3262  0.9097  0.9354
H  2.7722  2.2597  -0.7959
H  1.8022  1.0486  -1.7478
H  0.8408  0.0436  1.0271
H  -0.5496  1.0321  1.4554
H  2.6819  0.6885  -0.2032
C  -1.7736  -1.2622  -0.4208
C  -1.2926  -2.1428  0.8016
O  -2.0060  -3.1311  1.0543
O  -0.1867  -1.8776  1.3482
H  -2.7886  -1.5844  -0.6776
H  -1.1604  -1.6689  -1.2532
H  -1.5681  -0.1843  -0.2696

---

# 3
Formula: C7H14O3
Source: the OMol25 dataset
Level of theory: ωB97M-V/def2-TZVPD

- maximum force (eV Å⁻¹) = 2.90
- E_LUMO (eV) = -0.35
- DFT total energy (Eh) = -500.72470
- charge = 0
- Kohn-Sham gap (Eh) = 0.305
- relative energy (zero: lowest compared OMol25 entry of this formula, charge and spin) (kcal per mole) = 86.9

Element x y z (Å)
C  -0.6391  0.7596  -2.0448
C  -0.2549  0.8933  -0.7702
C  -1.1681  0.3811  0.4713
O  -2.3490  0.7081  0.3795
C  -0.4110  0.5662  1.7867
C  -1.2831  0.2074  2.9844
H  -0.2436  1.3513  -2.8581
H  -1.3189  -0.0358  -2.3212
H  0.4362  1.6803  -0.4945
H  -0.1012  1.6139  1.8473
H  0.4925  -0.0476  1.7785
H  -2.1775  0.8282  2.9908
H  -1.5928  -0.8351  2.9224
H  -0.7382  0.3544  3.9171
C  2.4626  -0.2052  -1.9550
C  1.5322  -0.7275  -0.9105
O  0.8668  -1.7766  -1.0944
H  2.5902  0.8708  -1.8533
H  2.1062  -0.4497  -2.9530
H  3.4439  -0.6623  -1.7990
H  1.7552  -0.4119  0.1158
O  -1.1514  -1.5709  0.3285
H  -0.2350  -1.8521  -0.3742
H  -2.0219  -1.6400  -0.0939

---

# 4
Formula: C6H10O
Source: the OMol25 dataset
Level of theory: ωB97M-V/def2-TZVPD

- maximum force (eV Å⁻¹) = 0.40
- E_LUMO (eV) = 1.17
- DFT total energy (Eh) = -309.77624
- charge = 0
- Kohn-Sham gap (Eh) = 0.382
- relative energy (zero: lowest compared OMol25 entry of this formula, charge and spin) (kcal per mole) = 41.5

Element x y z (Å)
C  2.5098  -0.0732  0.2229
C  1.1363  0.4444  -0.1958
C  -0.0227  -0.2468  0.5249
O  -0.9071  0.6788  1.2185
C  -2.0330  0.1068  0.5661
C  -1.9557  0.3265  -0.9064
C  -1.1974  -0.8126  -0.2685
H  2.6192  -1.1409  0.0009
H  2.6654  0.0624  1.2989
H  3.3099  0.4594  -0.3014
H  1.0084  0.3358  -1.2801
H  1.0614  1.5148  0.0231
H  0.3480  -0.9810  1.2535
H  -2.9388  -0.0484  1.1433
H  -2.8286  0.0257  -1.4799
H  -1.4295  1.2010  -1.2851
H  -1.3459  -1.8529  -0.5350

---

# 5
Formula: C12H25Cl8F9NbS
Source: the OMol25 dataset
Level of theory: ωB97M-V/def2-TZVPD

- maximum force (eV Å⁻¹) = 6.05
- E_LUMO (eV) = -0.04
- DFT total energy (Eh) = -5507.27041
- charge = -1
- Kohn-Sham gap (Eh) = 0.181

Element x y z (Å)
F  -1.1519  0.7629  -0.6923
C  -0.7336  -0.5497  -0.0595
F  0.0259  -1.2159  -1.1861
C  0.3356  -0.2531  1.1307
C  0.3542  1.2386  1.7758
Nb  -0.7858  1.3990  3.7952
C  -2.1238  -1.2732  0.3415
F  -2.9396  -0.3571  1.2238
F  -2.9387  -1.3802  -0.9274
S  -2.0895  -2.9280  1.1448
F  -2.5043  -3.6570  -0.3903
F  -3.8134  -2.7773  1.4015
F  -1.7947  -2.3341  2.7243
F  -0.4571  -3.2699  0.8122
F  -2.2156  -4.4983  1.8237
H  0.2883  -1.0192  2.0449
H  1.4198  -0.4330  0.6623
H  1.4874  1.4514  2.0911
H  0.0572  2.1235  1.0759
H  -0.7410  3.2267  3.5512
H  0.8091  1.6052  4.6969
H  -0.7731  -0.3915  4.0369
H  -2.4001  1.4176  2.9845
H  -1.6299  1.6374  5.3913
Cl  2.7128  0.6288  -0.5332
C  2.9781  1.7757  -1.8705
C  3.3486  3.1634  -1.3723
Cl  1.9866  3.9702  -0.5543
H  2.0725  1.7962  -2.4847
H  3.7921  1.3697  -2.4781
H  3.6319  3.7987  -2.2168
H  4.1910  3.1296  -0.6744
Cl  -0.2718  3.7956  -3.9521
C  -1.7760  2.9517  -3.5058
C  -2.8530  3.9119  -3.0266
Cl  -2.4472  4.6477  -1.4553
H  -1.5330  2.2052  -2.7433
H  -2.1200  2.4246  -4.4004
H  -3.7965  3.3750  -2.8905
H  -3.0218  4.7197  -3.7455
Cl  -1.2748  -4.6791  7.0165
C  -1.7110  -5.0827  5.3369
C  -3.2106  -5.0067  5.0986
Cl  -4.0937  -6.2968  5.9535
H  -1.3173  -6.0793  5.1141
H  -1.1960  -4.3622  4.6949
H  -3.4247  -5.1291  4.0327
H  -3.6216  -4.0445  5.4199
Cl  5.8651  0.9674  -3.8439
C  5.4290  0.5638  -5.5235
C  3.9294  0.6398  -5.7618
Cl  3.0463  -0.6503  -4.9069
H  5.8227  -0.4328  -5.7463
H  5.9439  1.2843  -6.1655
H  3.7152  0.5174  -6.8277
H  3.5184  1.6020  -5.4405

---

# 6
Formula: C4H7OTl
Source: the OMol25 dataset
Level of theory: ωB97M-V/def2-TZVPD

- maximum force (eV Å⁻¹) = 10.09
- E_LUMO (spin up / spin down) (eV) = -12.99 / -12.69
- DFT total energy (Eh) = -403.30318
- charge = +2
- Kohn-Sham gap (spin up / spin down) (Eh) = 0.240 / 0.269
- relative energy (zero: lowest compared OMol25 entry of this formula, charge and spin) (kcal per mole) = 30.2

Element x y z (Å)
C  -0.0110  0.0772  -1.4610
C  -0.3340  0.7623  -0.1331
C  0.4282  0.4988  1.0753
O  0.0189  -0.4622  1.9455
Tl  -1.7876  -0.4640  1.5489
H  0.4203  -0.9330  -1.4400
H  -1.3149  1.2436  -0.0332
H  -0.7660  0.2905  -2.2272
H  0.7634  1.3936  1.6200
C  1.0731  1.1277  -1.2894
H  2.0556  0.7427  -1.5738
H  0.8883  2.0587  -1.8335
H  1.6357  0.7898  0.1735

---

# 7
Formula: C22H17BrN2O5S
Source: the OMol25 dataset
Level of theory: ωB97M-V/def2-TZVPD

- maximum force (eV Å⁻¹) = 1.31
- E_LUMO (eV) = 0.34
- DFT total energy (Eh) = -4306.42904
- charge = 0
- Kohn-Sham gap (Eh) = 0.339

Element x y z (Å)
C  -4.1610  -1.9628  3.1192
C  -3.2270  -1.9353  1.9504
C  -3.6954  -1.5470  0.6978
C  -2.8436  -1.5111  -0.3901
C  -1.5199  -1.8734  -0.2300
S  -0.4395  -1.7959  -1.6562
O  -0.2984  -3.1061  -2.2296
O  -0.9352  -0.7357  -2.5036
C  1.1111  -1.2689  -0.9887
C  2.3647  -1.8756  -0.7616
C  2.7412  -3.2776  -1.0646
N  3.1864  -1.0023  -0.2154
N  2.5242  0.1579  -0.0729
C  3.1695  1.2819  0.4664
C  4.5600  1.3117  0.4597
C  5.2217  2.4067  0.9809
C  4.5053  3.4713  1.5043
C  3.1213  3.4326  1.5154
C  2.4453  2.3389  1.0039
C  1.2581  0.0226  -0.5287
O  0.2907  0.9749  -0.5333
C  -0.0157  1.5034  -1.7707
O  0.7871  1.6227  -2.6484
C  -1.4022  1.9461  -1.7991
C  -2.1260  2.5271  -2.8129
C  -3.4521  2.6267  -2.3501
C  -3.4258  2.0911  -1.0921
Br  -4.7736  1.8693  0.1598
O  -2.2071  1.6822  -0.7435
C  -1.0367  -2.2761  0.9981
C  -1.8929  -2.3025  2.0865
H  -4.7335  -1.0387  3.1692
H  -4.8677  -2.7850  3.0107
H  -3.6191  -2.0962  4.0515
H  -4.7323  -1.2671  0.5840
H  -3.1806  -1.2050  -1.3689
H  3.6521  -3.2984  -1.6581
H  1.9322  -3.7547  -1.6109
H  2.9320  -3.8236  -0.1419
H  5.0937  0.4713  0.0468
H  6.3008  2.4313  0.9748
H  5.0244  4.3282  1.9061
H  2.5603  4.2564  1.9304
H  1.3680  2.3058  1.0300
H  -1.7412  2.8286  -3.7644
H  -4.3043  3.0239  -2.8617
H  -0.0006  -2.5630  1.0994
H  -1.5189  -2.6104  3.0521

---

# 8
Formula: C4H9N3
Source: the OMol25 dataset
Level of theory: ωB97M-V/def2-TZVPD

- maximum force (eV Å⁻¹) = 2.96
- E_LUMO (eV) = 0.82
- DFT total energy (Eh) = -321.95277
- charge = 0
- Kohn-Sham gap (Eh) = 0.384
- relative energy (zero: lowest compared OMol25 entry of this formula, charge and spin) (kcal per mole) = 86.3

Element x y z (Å)
H  0.2317  -0.1630  -2.7654
N  -0.1843  0.2396  -1.9230
C  0.0078  -0.4288  -0.8766
C  0.7150  -1.7429  -0.7463
H  -0.7489  -0.1604  -0.0030
H  1.1324  -1.8550  0.2528
H  1.5421  -1.8314  -1.4463
H  0.0364  -2.5819  -0.9169
C  -2.3157  0.2127  1.0117
N  -2.1232  1.2505  1.4943
H  -3.0119  -0.5551  0.7536
C  1.2067  1.2321  0.9033
N  0.3831  1.7403  1.7321
H  2.0135  0.6275  1.3093
H  1.3860  1.6079  -0.1030
H  -0.2707  2.4081  1.3234